(1)
C34H32N5OS3Sm | wB97M-V/def2-TZVPD

Summary:
net charge: 0
spin multiplicity: 6

```
76
Properties=species:S:1:pos:R:3:forces:R:3
Sm 1.28537 -1.88810 -0.43850 -1.51 -0.28 1.11
C 4.56579 -0.02493 -0.22222 -0.13 -0.26 0.00
C 3.52904 -0.31835 -1.26858 -0.09 0.50 -0.15
N 2.35131 0.22034 -1.07239 0.44 0.31 0.04
N 1.63261 0.52763 -2.19587 0.31 0.34 -0.88
C 0.35368 0.51329 -2.28797 -0.17 0.00 0.50
S -0.80440 -0.22044 -1.22963 -0.19 0.37 -0.13
S -0.19141 1.29647 -3.78665 -0.14 0.08 -0.20
C -1.78622 2.05533 -3.29058 0.49 -0.17 0.04
C -1.58479 3.28432 -2.44746 -0.06 0.03 0.04
C -1.10940 4.46036 -3.02405 -0.02 -0.01 0.03
C -0.86002 5.57970 -2.24740 0.01 0.03 -0.05
C -1.09863 5.54985 -0.87970 0.01 -0.02 0.02
C -1.59757 4.39333 -0.30038 -0.02 0.03 0.06
C -1.83476 3.26764 -1.07776 0.01 -0.02 -0.09
C 3.88606 -1.03736 -2.48722 -0.17 -0.21 -0.23
C 5.15879 -0.89953 -3.05511 -0.12 0.05 0.05
C 5.50503 -1.56676 -4.20821 0.12 0.03 -0.03
C 4.57202 -2.41448 -4.80680 0.04 0.03 0.02
C 3.32885 -2.60471 -4.24832 -0.24 0.02 0.05
C 2.94556 -1.94836 -3.06171 0.72 0.19 -0.31
O 1.80411 -2.21784 -2.48141 0.33 -0.18 -0.64
H 5.13790 0.84569 -0.55470 0.02 0.00 0.00
H 5.25257 -0.85815 -0.08208 0.02 0.02 0.04
H 4.08342 0.23234 0.71928 0.04 0.02 0.01
H -2.36947 1.29328 -2.77928 -0.11 0.03 -0.02
H -2.25060 2.29793 -4.24607 -0.08 0.00 0.02
H -0.92436 4.49172 -4.09170 0.05 -0.02 0.01
H -0.47417 6.47929 -2.71063 -0.02 0.00 0.00
H -0.89317 6.42233 -0.27243 -0.03 0.00 0.00
H -1.80746 4.36729 0.76368 0.04 -0.02 -0.01
H -2.19934 2.35798 -0.61990 -0.01 -0.06 0.02
H 5.86568 -0.22088 -2.59255 0.02 -0.02 0.00
H 6.48486 -1.42460 -4.64446 -0.02 -0.02 -0.02
H 4.83257 -2.93854 -5.71834 -0.01 -0.01 0.00
H 2.60781 -3.27100 -4.70526 0.01 -0.02 0.03
C 3.31866 -3.43014 0.12942 0.36 -0.45 0.32
C 2.19579 -4.28238 0.08314 0.40 -0.34 0.31
C 1.41216 -4.02809 1.23122 0.32 -0.28 0.16
C 2.04432 -3.01898 1.97969 0.19 -0.23 -0.04
C 3.21757 -2.63959 1.29687 0.26 -0.34 0.12
H 4.16978 -3.47678 -0.53397 -0.10 0.18 -0.16
H 2.03673 -5.07196 -0.63516 -0.13 0.13 -0.13
H 0.55238 -4.60050 1.54341 -0.15 0.14 -0.12
H 1.75139 -2.67901 2.96128 -0.12 0.17 -0.09
H 3.98692 -1.99249 1.68817 -0.11 0.18 -0.10
S -1.68088 2.70494 4.02182 -0.15 -0.04 0.13
C -0.82091 1.48759 3.08035 0.01 -0.11 -0.13
C 0.25630 1.90322 2.30664 -0.08 0.04 0.12
C 0.94196 0.96791 1.55861 0.06 -0.02 0.00
N 0.62759 -0.33017 1.52721 -0.11 0.32 0.39
C -0.39947 -0.72296 2.28415 0.21 0.03 0.08
C -1.13974 0.13322 3.07559 -0.11 0.00 -0.03
C -3.26959 1.90787 4.22528 0.32 0.14 -0.12
C -4.19522 1.98131 3.19514 -0.11 -0.12 0.07
C -5.41284 1.33735 3.37078 0.09 0.07 -0.05
N -5.72997 0.66439 4.47187 -0.15 -0.10 0.04
C -4.83742 0.61492 5.45446 0.04 0.04 0.02
C -3.58904 1.22184 5.38625 -0.08 0.01 -0.06
H 0.53677 2.94729 2.26226 0.03 -0.01 -0.03
H 1.75771 1.27032 0.91764 -0.01 0.01 -0.04
H -0.62678 -1.78437 2.27027 -0.03 0.01 -0.02
H -1.95492 -0.25599 3.66789 -0.03 -0.01 0.01
H -3.96586 2.51829 2.28473 -0.03 0.00 -0.01
H -6.16874 1.36438 2.59331 0.03 0.02 -0.01
H -5.13379 0.06212 6.33927 0.04 0.01 0.00
H -2.88669 1.15539 6.20571 0.00 0.00 0.00
C -3.92927 -1.70714 0.57191 0.02 -0.09 -0.03
C -3.52720 -3.01528 -0.13624 -0.27 0.29 0.08
C -2.08103 -3.09719 -0.23349 0.26 -0.24 0.05
N -0.93612 -3.09950 -0.28723 -0.50 -0.11 -0.02
H -4.99559 -1.52612 0.44925 0.00 -0.05 0.00
H -3.37958 -0.86761 0.14896 -0.02 0.05 -0.01
H -3.71359 -1.76584 1.63833 0.04 0.02 -0.01
H -3.93279 -3.04637 -1.14840 0.04 -0.03 0.00
H -3.89629 -3.88600 0.40595 0.00 -0.04 -0.06
```
Positions in Å, forces in eV/Å.

(2)
C8H9O5 | wB97M-V/def2-TZVPD

Summary:
net charge: -1

```
22
Properties=species:S:1:pos:R:3:forces:R:3
C 3.17702 -0.04075 0.86295 2.38 -2.04 2.59
O 2.33792 0.72840 0.13648 -1.60 0.06 -0.19
C 0.99284 0.86549 0.61658 -1.06 1.24 -0.25
O 0.68595 0.81144 1.81876 0.83 -0.20 -0.75
C 0.18924 1.17111 -0.49741 -0.47 -0.65 1.34
C 0.65356 1.03570 -1.87602 -0.05 -0.62 -0.84
O -1.11533 1.65091 -0.35378 -0.65 -0.56 1.12
C -2.08422 0.79547 0.12503 0.96 -0.01 -1.13
O -3.19848 1.24142 0.28346 0.23 -0.56 0.45
C -1.72619 -0.66702 0.23546 0.21 0.34 -0.34
C -2.86524 -1.56450 0.66985 0.91 2.44 -0.61
C -0.60354 -1.20591 -0.24301 0.93 1.39 -0.38
O 0.27610 -1.85601 -0.69582 -0.97 0.00 0.60
H 4.23883 0.41604 0.63405 -1.71 -1.49 0.52
H 3.10256 -1.27099 0.65545 0.32 3.13 0.17
H 2.99169 0.05906 2.03204 0.30 -0.11 -2.28
H 1.65445 1.40967 -1.96174 0.65 0.06 -0.25
H 0.04997 1.57716 -2.64014 0.05 -0.66 0.67
H 0.67418 -0.07355 -1.98148 0.29 0.64 -1.29
H -3.55522 -1.57058 -0.11147 -1.42 -0.30 -1.42
H -3.32625 -0.98224 1.42788 -0.60 -0.27 1.33
H -2.54980 -2.53032 0.86289 0.48 -1.82 0.95
```
Positions in Å, forces in eV/Å.

(3)
C43H48N6O4PS4SiTi | wB97M-V/def2-TZVPD

Summary:
net charge: 0
spin multiplicity: 2

```
108
Properties=species:S:1:pos:R:3:forces:R:3
Ti -0.22521 0.78038 -0.03208 0.44 -0.19 0.60
C -4.35514 0.01739 3.69822 0.18 0.03 0.05
Si -4.66230 -1.40244 2.53511 -0.08 -0.09 -0.23
C -4.72831 -3.03075 3.45775 -0.04 -0.03 0.08
C -6.29877 -1.06500 1.67546 -0.10 -0.08 0.10
C -3.46357 -1.59517 1.07491 0.20 0.24 -0.01
C -3.82207 -2.44863 0.04743 0.01 -0.02 0.07
C -3.14211 -2.46563 -1.17822 -0.12 -0.09 0.05
C -2.15341 -1.53699 -1.36421 0.12 0.05 -0.10
N -1.74754 -0.71404 -0.38897 -0.70 -0.35 0.15
C -2.30807 -0.79427 0.84878 -0.20 -0.38 -0.01
S -1.47022 0.14756 2.00319 -0.28 0.05 -0.08
H -5.20559 0.11527 4.38219 0.04 -0.04 -0.07
H -4.24829 0.95127 3.14171 -0.01 -0.03 0.04
H -3.44443 -0.11075 4.28654 -0.04 0.03 -0.01
H -5.55535 -3.03534 4.17473 0.07 -0.02 -0.02
H -3.79960 -3.19865 4.01122 -0.05 -0.01 -0.05
H -4.87068 -3.87314 2.77540 0.01 0.03 0.03
H -7.11601 -0.97849 2.39880 0.05 0.00 -0.05
H -6.56549 -1.84918 0.96214 0.00 0.04 0.03
H -6.23459 -0.12130 1.12652 -0.01 -0.03 0.01
H -4.66513 -3.12204 0.18248 0.01 0.06 -0.04
H -3.41216 -3.15136 -1.96838 -0.02 0.04 -0.02
H -1.66031 -1.42277 -2.32280 0.08 -0.02 0.00
O -3.19928 1.57153 -0.73057 -0.05 -0.17 -0.12
N -1.90082 2.09548 -0.82753 -0.80 0.40 0.08
C -2.03874 3.36149 -0.89198 0.10 0.29 -0.25
C -1.04017 4.40135 -1.11901 0.10 -0.02 0.11
C -1.51638 5.70459 -1.00041 -0.12 -0.02 0.05
C -0.69001 6.79449 -1.20853 0.02 0.09 0.01
C 0.62249 6.58059 -1.58762 -0.02 -0.02 -0.01
C 1.10068 5.28354 -1.73481 0.04 -0.03 0.01
C 0.29794 4.18024 -1.47901 -0.01 -0.09 -0.01
P 0.87229 2.43866 -1.71270 -0.07 0.60 -0.78
C 0.28332 2.29784 -3.44956 0.05 -0.08 0.02
C -0.64238 1.31061 -3.77407 0.14 0.07 0.00
C -1.13199 1.19483 -5.06596 -0.02 0.02 -0.01
C -0.69255 2.06794 -6.05177 -0.03 -0.04 0.00
C 0.22340 3.06189 -5.73730 0.03 0.03 0.03
C 0.69969 3.18404 -4.43927 -0.02 -0.02 -0.04
C 2.67730 2.67233 -1.81523 0.03 -0.04 0.16
C 3.44754 2.21044 -2.87793 -0.06 -0.01 -0.05
C 4.82752 2.35350 -2.85390 0.03 0.01 0.00
C 5.45243 2.95221 -1.76841 -0.04 0.03 0.01
C 4.68889 3.42690 -0.71051 0.03 -0.01 -0.04
C 3.31059 3.28426 -0.73352 -0.01 0.01 0.01
H -3.09401 0.63508 -0.94293 0.03 -0.05 0.15
H -3.06236 3.71225 -0.79788 -0.04 0.08 -0.14
H -2.55449 5.85833 -0.72859 0.03 0.01 0.01
H -1.06966 7.79998 -1.07919 -0.01 -0.03 -0.03
H 1.27983 7.41997 -1.77790 0.00 -0.02 0.01
H 2.12438 5.13904 -2.05154 0.02 -0.01 0.05
H -0.96380 0.62626 -3.00068 -0.04 -0.08 0.01
H -1.85077 0.42092 -5.30613 0.01 0.01 0.01
H -1.06541 1.97506 -7.06459 0.01 0.00 0.03
H 0.56859 3.74366 -6.50491 -0.02 0.00 0.03
H 1.40001 3.97506 -4.19723 0.01 -0.03 -0.02
H 2.96698 1.72774 -3.71825 0.03 -0.01 0.03
H 5.41809 1.99575 -3.68844 -0.02 -0.02 0.02
H 6.53061 3.05270 -1.74788 -0.02 0.01 -0.02
H 5.16558 3.91088 0.13314 -0.02 -0.04 0.01
H 2.72080 3.66098 0.09408 0.01 0.00 0.00
S -0.02203 2.90233 1.50504 0.07 -0.05 -0.12
C 1.46479 2.09518 1.74411 0.33 0.04 0.07
C 2.48044 2.53404 2.61382 -0.01 -0.04 -0.01
C 3.69133 1.89016 2.60921 -0.04 0.00 -0.01
C 3.88751 0.80999 1.74202 0.06 0.00 0.09
C 2.84265 0.40728 0.95449 -0.12 -0.03 -0.09
N 1.64111 1.01516 0.95270 0.80 0.23 0.42
H 2.27220 3.37935 3.25545 0.04 -0.02 0.00
H 4.48999 2.21422 3.26609 -0.04 0.00 0.00
H 4.82717 0.27684 1.70300 -0.02 0.01 -0.01
H 2.95882 -0.43833 0.29425 -0.04 -0.02 -0.01
C -0.04465 -4.38709 -2.33732 0.05 -0.02 0.08
C 0.50251 -4.62275 -0.93096 -0.04 0.06 -0.21
C 1.55235 -3.58669 -0.45010 -0.01 -0.08 0.13
C 2.33772 -4.20247 0.71955 0.09 0.14 0.10
C 3.35442 -3.25059 1.34302 -0.06 0.03 -0.07
C 2.51237 -3.34080 -1.58488 0.07 0.01 -0.05
O 3.31893 -4.15866 -1.97283 -0.10 0.04 -0.01
N 2.38409 -2.12296 -2.19842 0.01 -0.07 0.16
C 1.61142 -1.04544 -1.76643 -0.08 -0.11 -0.10
O 1.68757 -0.02292 -2.44099 -0.12 0.08 0.06
N 0.83161 -1.14195 -0.66319 0.38 -0.53 0.01
C 0.79773 -2.33470 0.04209 0.16 0.20 -0.42
O 0.14273 -2.45333 1.05927 -0.14 0.05 0.10
H -0.78975 -5.14596 -2.58203 0.00 0.04 0.00
H 0.74821 -4.44803 -3.08580 -0.04 -0.01 0.01
H -0.51992 -3.40989 -2.42101 -0.01 0.03 -0.03
H 0.97257 -5.60661 -0.89565 0.03 0.00 0.03
H -0.30888 -4.60637 -0.20247 0.00 -0.06 0.05
H 2.84832 -5.08505 0.33435 -0.06 -0.03 -0.03
H 1.61125 -4.52808 1.46660 0.02 -0.03 0.00
H 4.04005 -2.86328 0.58169 0.00 -0.03 0.04
H 3.95777 -3.76760 2.09060 -0.02 0.02 0.00
H 2.86412 -2.40843 1.83721 0.03 -0.02 0.01
H 2.97558 -1.93976 -2.99487 0.03 0.05 -0.04
S 1.64523 -0.74301 3.84040 0.16 0.14 0.22
C 0.55276 -1.72295 4.56549 -0.21 -0.21 -0.18
N 0.07160 -2.86657 4.05566 0.00 -0.02 0.05
C -0.69908 -3.72781 4.93125 0.01 0.09 0.01
C -1.36541 -2.79030 5.93105 0.03 0.17 0.03
S -0.18724 -1.41420 6.13249 0.04 -0.07 0.03
H 0.37218 -3.14505 3.13069 -0.08 0.11 -0.10
H -0.04178 -4.43384 5.44791 0.01 -0.03 0.02
H -1.43665 -4.29266 4.36158 0.00 0.00 -0.04
H -1.54567 -3.26268 6.89379 -0.01 -0.03 -0.03
H -2.29982 -2.38605 5.54268 -0.01 -0.04 -0.01
```
Positions in Å, forces in eV/Å.

(4)
C18H16NRuS | wB97M-V/def2-TZVPD

Summary:
net charge: +1

```
37
Properties=species:S:1:pos:R:3:forces:R:3
Ru -0.85579 -0.60526 -1.00083 -1.23 1.14 0.49
C -2.89883 0.23282 -0.63654 -0.01 -0.10 0.08
C -3.01441 -1.06482 -1.19756 0.02 -0.18 0.08
C -2.40448 -1.37517 -2.42264 0.18 -0.25 0.11
C -1.67794 -0.37068 -3.10163 0.40 -0.41 -0.27
C -1.52724 0.88604 -2.52928 0.23 0.26 0.01
C -2.12732 1.19763 -1.28281 0.11 0.12 -0.02
H -3.33950 0.44843 0.32739 -0.01 0.01 -0.01
H -3.54999 -1.83889 -0.66482 -0.01 0.03 0.03
H -2.48264 -2.37024 -2.83462 0.00 -0.01 0.00
H -1.18504 -0.60131 -4.03529 0.02 0.00 0.01
H -0.89704 1.61629 -3.01452 -0.02 0.03 0.02
H -1.94364 2.15982 -0.82578 -0.04 0.00 0.02
N -0.86675 -1.36936 1.02225 0.19 -0.08 -0.11
C 0.31544 -1.20481 1.85307 -0.11 -0.10 0.03
C 0.53588 -2.05120 2.92599 -0.02 0.02 0.04
C 1.60784 -1.81887 3.77193 -0.01 0.00 -0.01
C 2.44112 -0.73262 3.54498 -0.01 0.00 -0.01
C 2.21761 0.09567 2.45798 0.01 0.01 0.02
C 1.15774 -0.14422 1.58376 0.10 0.03 -0.02
C 1.07222 0.66975 0.34585 -0.08 -0.08 0.01
C 1.09001 2.08118 0.45527 -0.02 -0.06 0.01
C 1.38155 2.86739 -0.62548 0.03 0.03 -0.08
C 1.67089 2.28690 -1.87870 -0.02 0.02 0.08
C 1.60946 0.93200 -2.02355 0.01 0.01 0.06
C 1.30528 0.07859 -0.91866 0.24 -0.09 -0.33
H -1.14103 -2.34772 1.02304 0.08 -0.03 -0.04
H -1.62315 -0.85622 1.46641 -0.03 -0.08 0.04
H -0.13413 -2.88322 3.10830 0.00 0.00 0.00
H 1.78547 -2.47952 4.60916 0.00 0.00 0.00
H 3.27772 -0.54193 4.20275 0.00 0.00 0.00
H 2.89395 0.91612 2.25423 0.00 0.00 0.00
H 0.91703 2.52815 1.42590 -0.01 -0.01 0.01
H 1.41631 3.94315 -0.51060 0.00 0.00 -0.01
H 1.93500 2.91389 -2.71988 0.00 0.01 0.01
H 1.80619 0.45941 -2.97764 0.01 -0.01 0.01
S 1.23225 -1.65718 -1.17743 0.01 -0.22 -0.25
```
Positions in Å, forces in eV/Å.

(5)
C5H10O | wB97M-V/def2-TZVPD

Summary:
net charge: 0

```
16
Properties=species:S:1:pos:R:3:forces:R:3
C -0.93696 -0.13241 -1.68991 -0.04 0.02 -0.26
C -0.94182 -0.69975 0.76852 -0.10 0.01 0.25
C 0.42329 -0.23388 1.19716 0.19 0.03 0.06
C 1.65675 -0.42287 0.32684 0.01 0.00 -0.06
C -0.68825 0.70848 0.84270 -0.05 0.01 0.16
O -0.65931 1.27570 -0.52276 0.24 0.02 -0.11
H -0.20639 0.29689 -2.37595 -0.18 -0.01 0.08
H -1.96281 0.13269 -1.91130 0.11 -0.09 0.09
H -0.77951 -1.17605 -1.48209 0.04 0.18 -0.01
H -1.61338 -1.21043 1.45529 0.07 0.08 -0.12
H 0.67960 -0.22906 2.26287 -0.08 -0.04 -0.15
H 2.43283 0.32868 0.52822 -0.13 -0.09 0.02
H 2.09862 -1.40992 0.50600 -0.05 0.13 0.00
H 1.41455 -0.38086 -0.74090 0.04 0.00 0.16
H -1.11752 1.44433 1.51814 0.07 -0.13 -0.10
H 0.20030 1.70846 -0.68283 -0.13 -0.12 -0.01
```
Positions in Å, forces in eV/Å.

(6)
C3H5N4S | wB97M-V/def2-TZVPD

Summary:
net charge: -1

```
13
Properties=species:S:1:pos:R:3:forces:R:3
C 3.42582 -0.43986 -0.51120 -0.29 0.92 -0.51
C -1.82502 -0.40389 -0.52586 0.19 0.01 0.16
C -0.87470 -0.37543 0.67256 -1.01 -0.07 -0.01
N 0.08108 1.76115 0.39392 -0.21 1.53 -0.15
N 3.34426 0.52360 -1.15851 0.11 0.36 -0.33
N 0.21408 2.87314 0.26467 -0.29 0.56 -0.10
N 0.15818 0.59208 0.54219 1.56 -1.95 0.21
S 3.45720 -1.76767 0.42146 0.09 -1.30 0.84
H -2.67781 -1.04012 -0.30140 -0.13 -0.05 -0.03
H -2.18031 0.59989 -0.76259 -0.09 -0.01 0.02
H -1.31308 -0.80051 -1.39801 0.05 0.01 -0.11
H -1.44207 -0.18682 1.59794 0.05 -0.12 -0.09
H -0.36765 -1.33557 0.76486 -0.01 0.09 0.11
```
Positions in Å, forces in eV/Å.

Taking the records one at a time from the top gives ΔE to the lowest compared entry with this formula, charge and spin values of 22.21 23.17 19.84 2.23 146.46 31.51 kcal/mol.